101
Properties=species:S:1:pos:R:3:mulliken_spin:R:1 method="wB97M-V/def2-TZVPD" orbital_gap_ev="6.8 / 6.6" e_homo_ev="-7.35 / -7.38" s2=0.95 lumo_ev="-0.54 / -0.77" max_force_ev_per_a=3.20 multiplicity=2 de_lowest_ev=2.515
Ru -0.1713 -0.2508 0.4100 0.875
C -2.9227 4.4336 -0.7448 -0.001
S -1.1310 4.6455 -0.7021 0.000
C -0.5518 3.0240 -0.2798 0.001
S -1.5261 1.8551 0.5396 -0.026
N 0.6800 2.8120 -0.5453 -0.002
N 1.1326 1.5466 -0.2716 0.016
C 1.6830 1.2951 0.8646 0.020
C 2.5988 0.1222 0.9907 -0.053
C 3.0509 -0.2516 2.2482 0.025
C 3.9755 -1.2781 2.3540 -0.008
C 4.4393 -1.8698 1.1953 0.021
C 3.9265 -1.4241 -0.0212 -0.003
N 3.0245 -0.4648 -0.1352 0.032
H -3.3588 5.4029 -0.5109 0.000
H -3.2332 3.7088 0.0037 0.000
H -3.2553 4.1126 -1.7304 0.000
H 1.6741 2.0096 1.6852 0.006
H 2.6454 0.2316 3.1277 -0.001
H 4.3243 -1.6025 3.3255 0.000
H 5.1737 -2.6627 1.2213 0.000
H 4.2588 -1.8752 -0.9501 0.001
N -4.5455 -6.1730 4.3883 0.000
C -3.2661 -5.6754 4.2259 0.000
C -2.5482 -5.1840 5.3163 0.000
C -1.2469 -4.7331 5.1566 0.001
C -0.6473 -4.7682 3.9090 0.001
C -1.3524 -5.2627 2.8152 -0.001
C -2.6495 -5.7051 2.9682 -0.001
S 0.9928 -4.1549 3.6742 0.001
O 1.7771 -5.2215 3.0949 0.000
O 1.4202 -3.6290 4.9476 0.000
N 0.7650 -2.9410 2.6647 0.011
C 1.0201 -3.0779 1.3734 0.018
S 1.8612 -4.4548 0.6451 -0.003
C 1.6980 -3.7497 -0.9181 0.023
C 1.0641 -2.5768 -0.8288 0.047
N 0.6448 -2.1890 0.4329 -0.134
H -5.0438 -5.9262 5.2242 0.000
H -5.1129 -6.2885 3.5682 0.000
H -3.0110 -5.1670 6.2962 0.000
H -0.6859 -4.3476 5.9977 0.000
H -0.8817 -5.2953 1.8390 0.000
H -3.1964 -6.0883 2.1142 0.000
H 2.0880 -4.2253 -1.8025 0.000
H 0.8724 -1.8977 -1.6436 -0.027
C -2.4446 -1.2419 3.0468 0.012
P -1.2365 -0.0272 3.5555 -0.017
C -0.5944 -0.4647 5.1630 0.001
C -2.1660 1.4786 3.8788 0.000
O -0.1317 0.1718 2.5377 0.039
H -3.3477 -1.1686 3.6538 0.001
H -2.0145 -2.2377 3.1342 0.006
H -2.6744 -1.0544 1.9960 -0.013
H -1.4094 -0.8290 5.7912 0.000
H -0.1564 0.4215 5.6242 0.000
H 0.1648 -1.2373 5.0717 -0.001
H -2.8630 1.3047 4.7003 0.000
H -2.7064 1.8051 2.9929 0.000
H -1.4647 2.2655 4.1586 -0.001
C -2.2860 -3.9393 -0.6825 0.001
C -2.6079 -3.1947 -1.9930 0.032
C -1.4488 -3.4901 -2.9569 0.001
C -3.8573 -3.7925 -2.6523 0.005
P -2.6987 -1.3322 -1.5831 -0.024
N -1.6645 -0.8917 -0.4772 0.113
C -2.3616 -0.3187 -3.1336 0.012
C -3.0996 -0.8160 -4.3818 0.001
C -2.7877 1.1311 -2.8559 -0.006
C -0.8489 -0.2842 -3.4043 0.004
C -4.4600 -0.9960 -0.9517 -0.014
C -4.8121 -2.0439 0.1218 0.007
C -5.5525 -0.9766 -2.0265 -0.001
C -4.4911 0.3482 -0.2131 -0.014
H -1.9249 -4.9405 -0.9339 0.000
H -3.1506 -4.0522 -0.0333 0.002
H -1.5027 -3.4272 -0.1235 0.011
H -1.4129 -4.5728 -3.1048 0.001
H -0.4935 -3.1923 -2.5494 -0.001
H -1.5764 -3.0369 -3.9356 -0.002
H -3.6542 -4.8485 -2.8513 -0.001
H -4.0827 -3.3217 -3.6097 0.000
H -4.7472 -3.7514 -2.0335 0.000
H -4.1788 -0.8437 -4.2478 -0.001
H -2.7753 -1.8009 -4.7080 0.000
H -2.8884 -0.1189 -5.1971 0.000
H -3.8706 1.2508 -2.8646 -0.001
H -2.3796 1.7653 -3.6469 0.000
H -2.3967 1.4882 -1.9025 -0.007
H -0.4533 -1.2369 -3.7485 0.000
H -0.2888 0.0323 -2.5240 0.010
H -0.6652 0.4550 -4.1876 -0.001
H -5.0155 -3.0313 -0.2791 -0.001
H -5.7184 -1.7079 0.6320 0.000
H -4.0252 -2.1320 0.8706 -0.004
H -5.5920 -1.8742 -2.6368 0.001
H -5.4501 -0.1168 -2.6871 0.000
H -6.5187 -0.8790 -1.5224 0.000
H -3.6971 0.4072 0.5274 0.006
H -5.4525 0.4250 0.3026 -0.001
H -4.3947 1.2102 -0.8674 0.001

***

96
Properties=species:S:1:pos:R:3:lowdin_charge:R:1 method="wB97M-V/def2-TZVPD" orbital_gap_ev=8.5 e_homo_ev=-12.19 total_charge=+1 lumo_ev=-3.74 max_force_ev_per_a=1.16
C -1.4336 -6.0472 0.9433 -0.063
C -1.7737 -4.6104 1.4020 -0.185
C -1.4020 -3.6248 0.3008 -0.254
C -2.3295 -3.8003 -0.9189 -0.017
N -1.1517 -2.1244 0.6661 0.017
C -0.8393 -1.4722 -0.6805 -0.100
C -0.0828 -0.1539 -0.7241 -0.166
C 0.4025 0.1072 -2.1698 -0.153
C 1.8955 0.4172 -2.2473 -0.196
C 2.2704 1.8489 -1.8819 -0.186
C 2.2786 2.1802 -0.3879 -0.196
C 3.1354 1.2688 0.4818 -0.186
C 4.6332 1.3908 0.2025 -0.218
O 5.4118 1.3331 1.3775 -0.168
C 5.5705 0.0307 1.8754 -0.105
C 0.0859 -1.9385 1.5652 -0.110
C 1.4367 -2.3257 0.9602 -0.037
C 1.9944 -3.7399 0.8661 -0.336
O 1.4107 -4.7148 1.2414 0.129
C 3.3169 -3.8292 0.1971 -0.153
C 4.2581 -2.8071 0.2348 -0.030
C 5.4601 -2.9552 -0.4207 -0.061
C 5.7224 -4.1091 -1.1348 -0.056
C 4.7896 -5.1286 -1.1751 -0.053
C 3.5912 -4.9926 -0.5080 -0.007
C -0.1128 -2.2643 3.0741 -0.357
O 0.4132 -3.4447 3.5544 0.074
O -1.4778 -2.2830 3.3963 -0.065
C -2.0718 -1.1497 2.8422 -0.682
Br -3.6540 -0.7295 3.8119 0.927
C -2.3707 -1.4185 1.3479 -0.430
N -3.4957 -2.2848 1.2667 0.171
C -4.5186 -1.9721 0.6825 -0.261
O -5.4847 -1.7063 0.0979 0.248
O -2.6744 -0.2355 0.6649 -0.058
N -2.3783 1.0336 1.3922 0.063
O -2.8238 1.9053 0.8129 0.165
H -0.7726 -6.5219 1.6547 0.078
H -0.9288 -6.0579 -0.0194 0.077
H -2.3363 -6.6404 0.8428 0.079
H -2.8434 -4.5685 1.5677 0.103
H -1.3122 -4.4411 2.3561 0.090
H -0.4388 -3.9485 -0.0680 0.116
H -2.9691 -2.9560 -1.1311 0.069
H -1.7614 -4.0073 -1.8200 0.097
H -2.9889 -4.6425 -0.7424 0.098
H -1.7693 -1.3432 -1.2169 0.135
H -0.2689 -2.2055 -1.2394 0.132
H 0.7889 -0.1343 -0.0821 0.068
H -0.7003 0.6812 -0.4251 0.095
H -0.1612 0.9300 -2.5987 0.120
H 0.2388 -0.7828 -2.7760 0.114
H 2.2685 0.1965 -3.2440 0.117
H 2.4339 -0.2657 -1.5852 0.095
H 3.2375 2.1049 -2.3099 0.113
H 1.5538 2.5198 -2.3576 0.115
H 1.2626 2.2024 0.0071 0.100
H 2.6713 3.1891 -0.2737 0.119
H 2.8381 0.2213 0.3995 0.064
H 2.9849 1.5478 1.5250 0.127
H 4.8607 2.3455 -0.2645 0.130
H 4.9564 0.6016 -0.4843 0.123
H 6.0492 0.1004 2.8459 0.098
H 6.2088 -0.5693 1.2227 0.081
H 4.6087 -0.4715 2.0160 0.064
H 0.1697 -0.8546 1.6042 0.136
H 1.5579 -1.9003 -0.0313 0.110
H 2.1626 -1.7683 1.5568 0.131
H 4.0720 -1.8954 0.7814 0.067
H 6.2008 -2.1724 -0.3928 0.098
H 6.6550 -4.2239 -1.6627 0.113
H 4.9825 -6.0322 -1.7292 0.113
H 2.8539 -5.7788 -0.5168 0.122
H 0.3402 -1.4280 3.6225 0.174
H 1.3185 -3.3063 3.8432 0.126
H -1.4142 -0.2982 2.9874 0.093
C -2.8229 8.0243 -2.7550 -0.110
C -4.1581 7.4207 -2.3282 -0.269
C -4.3099 7.2836 -0.8142 -0.227
C -3.2843 6.3661 -0.1469 -0.227
C -3.2564 4.9376 -0.6877 -0.275
C -4.5724 4.1875 -0.4957 -0.118
H -1.9806 7.4009 -2.4501 0.062
H -2.7728 8.1331 -3.8387 0.070
H -2.6853 9.0130 -2.3135 0.077
H -4.2899 6.4476 -2.8099 0.097
H -4.9679 8.0526 -2.6995 0.106
H -5.3194 6.9294 -0.5888 0.102
H -4.2332 8.2750 -0.3587 0.112
H -3.4933 6.3343 0.9271 0.111
H -2.2862 6.8012 -0.2445 0.101
H -2.4554 4.3941 -0.1772 0.084
H -2.9916 4.9427 -1.7486 0.099
H -4.8446 4.1417 0.5613 0.076
H -4.4991 3.1652 -0.8687 0.056
H -5.3883 4.6700 -1.0337 0.070